14
Properties=species:S:1:pos:R:3:forces:R:3 method="wB97M-V/def2-TZVPD" fmax_ha_per_bohr=0.0190 e_above_lowest_kj_mol=264.9 total_charge=0 smiles="[H]/N=C/[C@@]1(C)CC1=O" mol_weight_g_mol=97.117 e_tot_ha=-324.6236 e_lumo_ha=0.0300
C -1.682499 0.522723 0.049592 0.1 -0.1 0.2
C -0.239735 0.026579 0.060860 0.1 0.0 0.2
C 0.864956 1.002994 -0.002117 0.2 -0.1 0.0
N 2.034200 0.569578 -0.273813 -0.1 0.4 0.0
C 0.587727 -1.173294 0.748279 -0.4 -0.1 0.6
O 1.196392 -1.549094 1.697484 -0.7 0.3 -0.6
C 0.103692 -1.320000 -0.598156 0.1 -0.3 -0.1
H -2.034738 0.675819 -0.984073 0.3 -0.1 0.2
H -1.797332 1.484779 0.563523 0.1 -0.2 0.0
H -2.375976 -0.184366 0.514758 0.2 0.0 0.0
H 0.639007 2.023186 0.340458 0.1 -0.1 0.0
H 2.759793 1.244049 -0.058735 0.0 0.2 -0.3
H -0.753682 -1.990587 -0.552078 0.0 0.1 -0.3
H 0.718153 -1.374085 -1.491883 0.1 -0.1 0.1